(1)
This record from the OMol25 dataset describes a molecular structure, C8H30B2O31. The level of theory is the ωB97M-V functional and the def2-TZVPD basis.

CARTESIAN COORDINATES (ANGSTROEM)
O 10.42 -35.01 -10.41
C 10.88 -33.96 -10.84
O 10.10 -33.07 -11.18
B 10.91 -31.88 -11.30
O 12.34 -32.36 -10.92
C 12.16 -33.60 -10.75
O 13.10 -34.30 -10.51
O 10.54 -30.71 -10.48
C 10.52 -29.75 -11.29
O 10.18 -28.65 -10.95
C 10.71 -30.09 -12.57
O 11.00 -31.34 -12.67
O 10.99 -29.33 -13.54
O 9.91 -29.70 -7.75
C 10.95 -30.25 -8.35
O 11.94 -29.53 -8.57
B 13.02 -30.59 -8.43
O 12.36 -31.86 -8.22
C 11.14 -31.58 -8.26
O 10.24 -32.41 -8.27
O 13.85 -30.25 -7.23
C 15.05 -29.97 -7.68
O 15.98 -29.65 -6.92
C 15.10 -30.18 -9.12
O 14.06 -30.59 -9.52
O 16.17 -30.13 -9.68
O 8.69 -35.14 -9.09
H 9.56 -35.10 -9.39
H 8.64 -36.11 -8.79
O 17.60 -28.91 -7.38
H 16.90 -29.38 -6.87
H 18.24 -28.38 -6.73
O 17.17 -29.92 -12.95
H 16.70 -30.58 -13.24
H 16.88 -29.43 -12.24
O 15.47 -33.45 -9.30
H 14.80 -33.20 -10.18
H 16.30 -33.79 -9.51
O 9.08 -30.23 -5.16
H 9.11 -29.64 -5.82
H 9.07 -29.64 -4.29
O 18.71 -29.75 -9.83
H 17.88 -30.00 -9.24
H 18.95 -30.73 -9.98
O 18.40 -31.73 -7.32
H 18.40 -30.75 -7.38
H 17.83 -32.04 -8.01
O 13.52 -29.07 -4.54
H 13.16 -29.81 -5.27
H 12.66 -28.66 -4.22
O 14.76 -28.19 -10.35
H 15.07 -28.96 -10.08
H 15.36 -27.77 -10.89
O 8.65 -33.74 -5.49
H 8.48 -33.21 -6.31
H 9.36 -34.34 -5.37
O 10.74 -27.04 -7.53
H 10.87 -27.90 -7.65
H 10.13 -26.54 -8.13
O 7.48 -28.88 -8.41
H 8.29 -29.32 -8.45
H 7.02 -29.33 -9.23
O 7.74 -32.64 -7.78
H 7.59 -31.81 -7.34
H 8.60 -32.80 -8.11
O 13.38 -26.67 -8.43
H 12.63 -26.85 -7.87
H 13.62 -27.27 -9.15
O 16.41 -29.84 -3.86
H 16.43 -30.91 -3.65
H 15.74 -29.82 -4.62

Output
Total charge: -2
Energy above the lowest of the compared OMol25 structures with the same formula, charge and spin in kcal/mol: 387.97
HOMO in eV: -5.1
Multiplicity: 1

(2)
This record from the OMol25 dataset describes 3 unconnected molecules or ions with the total composition C10H7Cl2N2O2. The level of theory is the ωB97M-V functional and the def2-TZVPD basis.

CARTESIAN COORDINATES (ANGSTROEM)
C -3.93 -0.02 -0.14
C -3.32 1.16 0.31
C -3.19 -1.21 -0.30
C -1.93 1.19 0.46
C -1.82 -1.15 -0.19
C -1.20 0.09 0.17
C 2.46 3.13 -0.37
C 2.95 -1.78 0.07
C 0.19 0.02 0.01
C 1.89 -2.70 -0.09
N 2.54 -0.46 0.18
N 1.30 -0.29 0.27
O 1.75 2.43 0.18
O 2.92 3.98 -0.99
Cl 4.54 1.72 0.38
Cl 2.57 -4.29 -0.21
H -4.97 -0.15 -0.25
H -3.72 2.17 0.42
H -3.85 -2.06 -0.65
H -1.23 1.96 0.43
H -1.31 -2.07 -0.39
H 3.33 0.31 0.60
H 4.01 -1.95 0.09

Output
Total charge: -1
Energy above the lowest of the compared OMol25 structures with the same formula, charge and spin in kcal/mol: 75.92
HOMO (spin up / spin down) in eV: -3.8 / -3.8
Multiplicity: 1

(3)
This record from the OMol25 dataset describes a molecular structure, C19H38I2N3O5S2. The level of theory is the ωB97M-V functional and the def2-TZVPD basis.

CARTESIAN COORDINATES (ANGSTROEM)
C 4.77 0.53 2.38
C 3.61 0.54 1.40
C 2.62 1.69 1.60
C 2.36 1.97 3.07
N 1.39 1.35 0.88
C 0.42 2.15 0.60
N 0.58 3.51 0.94
C -0.52 4.06 1.74
C -0.32 5.58 1.82
C 0.93 6.02 2.52
O 0.63 6.10 1.00
N -0.72 1.76 -0.09
I -0.28 0.62 -1.78
C -1.80 1.22 0.78
I -3.43 0.67 -0.55
C -1.44 -0.01 1.64
C -1.78 0.24 3.11
H 5.53 -0.15 2.01
H 4.47 0.16 3.36
H 5.23 1.51 2.48
H 3.06 -0.39 1.54
H 4.00 0.55 0.38
H 3.07 2.58 1.17
H 1.47 2.58 3.23
H 2.21 1.04 3.61
H 3.20 2.47 3.52
H 1.32 0.40 0.55
H 0.58 3.99 0.05
H -0.51 3.67 2.75
H -1.48 3.95 1.25
H -1.21 6.18 2.00
H 1.77 5.34 2.45
H 1.12 7.06 2.68
H -2.22 2.01 1.39
H -2.03 -0.86 1.33
H -0.40 -0.30 1.54
H -2.66 0.88 3.20
H -2.03 -0.69 3.62
H -0.97 0.73 3.65
C -6.84 -1.02 -4.80
C -6.01 -0.43 -5.94
C -4.64 -0.04 -5.36
S -4.35 -1.16 -3.99
O -4.32 -0.38 -2.76
O -3.28 -2.06 -4.29
C -5.92 -2.01 -4.08
H -7.74 -1.52 -5.16
H -7.14 -0.23 -4.11
H -5.88 -1.18 -6.73
H -6.50 0.43 -6.39
H -3.83 -0.17 -6.08
H -4.64 0.97 -4.97
H -6.25 -2.27 -3.08
H -5.76 -2.91 -4.67
C 2.74 -5.50 0.13
C 3.62 -4.91 -0.98
C 3.91 -3.45 -0.61
S 3.84 -3.37 1.18
O 2.73 -2.52 1.57
O 5.16 -3.12 1.71
C 3.39 -5.08 1.45
H 2.67 -6.58 0.06
H 1.73 -5.09 0.06
H 4.56 -5.47 -1.03
H 3.14 -4.98 -1.95
H 4.89 -3.12 -0.94
H 3.14 -2.78 -1.00
H 2.73 -5.14 2.31
H 4.31 -5.63 1.64

Output
Total charge: +1
Energy above the lowest of the compared OMol25 structures with the same formula, charge and spin in kcal/mol: 20.72
HOMO in eV: -11.2
Multiplicity: 1

(4)
This record from the OMol25 dataset describes 14 unconnected molecules or ions with the total composition C40H55Cl10F10N5O7S2. The level of theory is the ωB97M-V functional and the def2-TZVPD basis.

CARTESIAN COORDINATES (ANGSTROEM)
N -28.72 24.15 -27.60
H -28.65 24.41 -26.63
H -27.83 23.89 -28.00
H -28.96 25.04 -28.02
H -29.32 23.36 -27.80
C -25.09 24.02 -23.11
F -25.08 23.53 -24.33
F -25.54 23.10 -22.26
F -23.83 24.36 -22.76
S -26.26 25.61 -23.05
O -25.88 26.23 -21.76
O -25.96 26.52 -24.16
N -27.92 24.92 -23.21
S -28.50 25.16 -21.81
O -27.88 24.48 -20.65
O -28.76 26.58 -21.62
C -30.20 24.22 -22.00
F -30.03 22.90 -21.92
F -30.98 24.51 -20.98
F -30.82 24.46 -23.17
C -36.36 18.87 -21.98
C -37.73 19.39 -21.60
O -38.72 18.67 -21.72
N -37.79 20.70 -21.20
C -39.04 21.41 -20.85
H -36.17 19.20 -23.00
H -36.31 17.79 -21.86
H -35.63 19.24 -21.26
H -37.01 21.32 -21.37
H -39.89 20.74 -20.71
H -39.42 22.11 -21.59
H -39.05 21.91 -19.88
C -30.97 30.62 -30.14
C -30.84 29.81 -28.89
O -30.58 28.62 -28.88
N -31.12 30.51 -27.74
C -31.30 29.86 -26.47
H -29.96 30.82 -30.49
H -31.45 31.58 -29.96
H -31.59 30.10 -30.88
H -31.49 31.43 -27.90
H -31.50 28.79 -26.55
H -32.13 30.25 -25.88
H -30.34 29.95 -25.95
C -18.65 31.79 -24.96
C -20.08 31.25 -24.84
O -21.05 31.85 -25.25
N -20.31 30.07 -24.32
C -19.38 29.08 -23.82
H -18.74 32.68 -25.58
H -18.06 31.03 -25.46
H -18.26 32.10 -23.99
H -21.27 29.74 -24.33
H -19.32 28.25 -24.52
H -19.72 28.55 -22.92
H -18.49 29.58 -23.43
C -35.63 30.57 -20.23
Cl -35.86 28.83 -20.62
Cl -36.83 31.18 -19.08
H -34.67 30.73 -19.75
H -35.72 31.22 -21.11
C -18.38 20.55 -26.94
Cl -17.77 21.54 -25.58
Cl -17.89 21.44 -28.40
H -17.97 19.54 -27.00
H -19.46 20.45 -26.93
C -22.50 27.64 -29.59
Cl -24.05 27.76 -30.49
Cl -21.13 28.02 -30.59
H -22.63 28.40 -28.81
H -22.42 26.64 -29.16
C -22.38 26.28 -17.02
Cl -22.92 24.57 -17.20
Cl -21.30 26.46 -15.62
H -21.83 26.51 -17.93
H -23.23 26.96 -16.94
C -21.25 17.69 -21.37
Cl -21.90 16.44 -20.16
Cl -20.17 17.09 -22.64
H -22.16 18.07 -21.84
H -20.76 18.49 -20.82
F -36.11 27.10 -32.01
C -36.15 26.75 -30.70
C -36.35 27.76 -29.78
C -36.29 27.48 -28.44
C -36.04 26.19 -27.98
C -35.93 25.16 -28.92
C -35.96 25.43 -30.31
H -36.58 28.77 -30.09
H -36.54 28.24 -27.71
H -35.85 26.01 -26.93
H -35.90 24.14 -28.55
H -35.71 24.61 -30.98
F -27.94 16.64 -22.13
C -27.16 16.74 -23.25
C -26.21 15.76 -23.53
C -25.45 15.81 -24.71
C -25.65 16.89 -25.60
C -26.46 17.94 -25.18
C -27.23 17.80 -24.03
H -26.08 14.86 -22.93
H -24.75 15.01 -24.90
H -25.18 16.88 -26.57
H -26.52 18.82 -25.81
H -27.92 18.60 -23.82
F -34.89 25.81 -15.08
C -33.81 26.56 -15.36
C -33.87 27.93 -15.20
C -32.78 28.77 -15.43
C -31.56 28.13 -15.70
C -31.47 26.72 -15.79
C -32.60 25.91 -15.54
H -34.79 28.41 -14.89
H -32.91 29.84 -15.36
H -30.67 28.75 -15.73
H -30.46 26.36 -15.90
H -32.50 24.83 -15.57
F -30.44 34.66 -20.44
C -29.35 33.94 -20.72
C -28.88 33.01 -19.80
C -27.74 32.29 -20.11
C -27.10 32.48 -21.30
C -27.55 33.43 -22.19
C -28.70 34.18 -21.87
H -29.41 32.81 -18.88
H -27.33 31.61 -19.37
H -26.20 31.89 -21.45
H -27.01 33.64 -23.11
H -29.06 34.95 -22.53

Output
Total charge: 0
HOMO in eV: -8.9
Multiplicity: 1

(5)
This record from the OMol25 dataset describes 2 unconnected molecules or ions with the total composition C4H12N3O2. The level of theory is the ωB97M-V functional and the def2-TZVPD basis.

CARTESIAN COORDINATES (ANGSTROEM)
C -0.82 -0.28 0.33
C 0.35 1.05 -1.39
C 0.35 -2.22 -0.31
C -0.05 -1.46 -1.59
N -0.43 2.13 1.90
N 0.09 -1.25 0.81
N 1.03 -0.95 1.67
O 2.02 -1.65 1.76
O -0.47 -0.15 -1.10
H -1.84 -0.48 0.22
H -0.66 0.60 0.96
H -0.64 3.06 2.23
H 0.18 1.74 -0.66
H 0.20 1.44 -2.32
H 1.40 0.76 -1.21
H -0.29 -3.06 -0.05
H 1.52 -2.48 -0.34
H -0.81 -2.08 -2.22
H 0.73 -1.28 -2.36
H 0.08 1.67 2.65
H -1.40 1.80 1.86

Output
Total charge: +1
Energy above the lowest of the compared OMol25 structures with the same formula, charge and spin in kcal/mol: 166.71
HOMO in eV: -13.4
Multiplicity: 1

(6)
This record from the OMol25 dataset describes a molecular structure, C2LiNaO4. The level of theory is the ωB97M-V functional and the def2-TZVPD basis.

CARTESIAN COORDINATES (ANGSTROEM)
O -0.08 -1.04 0.67
Li 1.76 -1.93 1.76
C -0.90 -1.28 -0.28
O -1.79 -0.60 -0.74
Na -1.39 1.97 -1.20
O 1.89 0.09 1.39
O 0.48 1.42 0.17
C 0.93 0.56 0.86

Output
Total charge: +1
HOMO (spin up / spin down) in eV: -11.4 / -14.7
Multiplicity: 2
Expectation value of S²: 0.754

(7)
This record from the OMol25 dataset describes a molecular structure, C4H3CrLiO6. The level of theory is the ωB97M-V functional and the def2-TZVPD basis.

CARTESIAN COORDINATES (ANGSTROEM)
O 3.79 -0.35 -1.46
C 2.85 0.32 -0.96
O 2.79 1.57 -0.99
O 1.85 -0.41 -0.40
C 0.81 0.23 0.24
O -1.39 0.17 0.99
C -2.48 -0.60 1.35
C -0.41 -0.35 0.19
O -2.63 -1.72 0.85
O -3.36 0.08 1.94
Li 4.46 1.41 -2.03
Cr -5.20 -0.20 2.19
H 0.94 1.29 0.42
H -0.54 -1.38 -0.12
H -1.48 -0.06 -2.20

Output
Total charge: -1
Energy above the lowest of the compared OMol25 structures with the same formula, charge and spin in kcal/mol: 50.65
HOMO (spin up / spin down) in eV: -0.8 / -1.0
Multiplicity: 6
Expectation value of S²: 8.778

(8)
This record from the OMol25 dataset describes a single C5H9NS molecule. The level of theory is the ωB97M-V functional and the def2-TZVPD basis.

CARTESIAN COORDINATES (ANGSTROEM)
C 0.35 -0.50 1.37
C 0.19 -0.80 -0.22
C -0.53 0.47 -0.85
C 1.52 -0.85 -0.49
C 2.79 -0.49 -0.76
H 0.89 -1.41 1.89
H 1.02 0.50 1.52
H -0.64 -0.23 1.85
H -2.29 -0.84 -0.17
H 0.19 1.31 -0.49
H -0.93 0.40 -1.91
H -2.12 1.62 -0.82
H -1.29 1.63 0.61
H 3.92 0.08 -0.86
N -1.76 1.02 -0.24
S -1.31 -1.94 -0.43

Output
Structure (SMILES): C#C[C@](C)(S)CN
Total charge: 0
Energy above the lowest of the compared OMol25 structures with the same formula, charge and spin in kcal/mol: 154.17
HOMO in eV: -8.7
Multiplicity: 1

Values for E_tot, eV, ordered as above
-73608.8007, -42600.3496, -72889.2299, -238218.9129, -12895.8808, -14880.5944, -45105.1215, -17649.5082
Values for maximum force, eV Å⁻¹, ordered as above
19.33, 4.18, 3.51, 5.49, 3.91, 2.20, 4.34, 13.28